Here is a structure of composition C30H26Br2N2OPPtS2 from the OMol25 dataset. Energies are from ωB97M-V/def2-TZVPD.

Cartesian coordinates (Å):
Pt (-1.0475, 0.3545, 0.1558)
Br (-1.1162, 5.7267, 0.6315)
C (-1.0791, 4.3710, 1.9642)
C (-1.2447, 4.7193, 3.2883)
C (-1.2364, 3.7383, 4.2565)
Br (-1.6036, 4.2549, 6.0646)
C (-0.9863, 2.3937, 3.9419)
C (-0.9224, 1.3404, 4.8794)
C (-0.6292, 0.0683, 4.4504)
C (-0.3927, -0.1646, 3.0990)
N (-0.4862, 0.7994, 2.1904)
C (-0.7841, 2.0625, 2.5766)
C (-0.9078, 3.0417, 1.5204)
O (-0.8620, 2.7202, 0.3025)
H (-1.3904, 5.7564, 3.5577)
H (-1.0855, 1.5399, 5.9266)
H (-0.5696, -0.7606, 5.1404)
H (-0.0873, -1.1419, 2.7398)
S (2.6806, -2.2237, 0.4251)
P (2.5756, -0.8877, -1.0083)
S (0.9058, 0.1978, -1.3127)
C (2.9385, -1.6070, -2.6642)
C (2.3800, -1.0351, -3.7985)
C (2.6421, -1.5744, -5.0423)
C (3.4680, -2.6797, -5.1589)
C (4.0331, -3.2444, -4.0268)
C (3.7697, -2.7111, -2.7779)
C (3.9761, 0.3069, -0.9425)
C (5.2050, -0.1273, -0.4654)
C (6.2908, 0.7275, -0.4898)
C (6.1516, 2.0130, -0.9872)
C (4.9196, 2.4492, -1.4453)
C (3.8299, 1.5990, -1.4258)
H (1.7258, -0.1821, -3.6951)
H (2.1913, -1.1337, -5.9197)
H (3.6648, -3.1055, -6.1337)
H (4.6734, -4.1103, -4.1187)
H (4.1877, -3.1553, -1.8842)
H (5.2944, -1.1279, -0.0636)
H (7.2487, 0.3914, -0.1190)
H (7.0038, 2.6784, -1.0112)
H (4.8057, 3.4558, -1.8195)
H (2.8616, 1.9351, -1.7684)
C (-1.5892, -2.8122, -0.0674)
N (-2.9202, -3.0216, 0.4346)
C (-3.8847, -3.3545, -0.5905)
C (-3.3625, -1.9537, 1.3252)
C (-3.9293, -0.7171, 0.6452)
C (-5.3112, -0.5947, 0.5398)
C (-5.8865, 0.5084, -0.0623)
C (-5.0765, 1.5069, -0.5735)
C (-3.7004, 1.3941, -0.4801)
C (-3.1022, 0.2894, 0.1321)
H (-1.3520, -3.5560, -0.8248)
H (-0.8781, -2.9151, 0.7522)
H (-1.4533, -1.7939, -0.5258)
H (-3.5350, -4.2388, -1.1254)
H (-4.0491, -2.5466, -1.3192)
H (-4.8369, -3.5925, -0.1136)
H (-2.4962, -1.6709, 1.9287)
H (-4.1216, -2.3830, 1.9907)
H (-5.9466, -1.3743, 0.9420)
H (-6.9636, 0.5928, -0.1244)
H (-5.5180, 2.3761, -1.0385)
H (-3.0790, 2.1872, -0.8791)

Force components x, y, z for each atom (eV/Å):
Pt -0.511 -0.912 -1.690
Br -0.029 -0.075 0.139
C 0.165 -0.107 -0.588
C -0.029 -0.315 0.542
C -0.092 0.600 0.291
Br 0.098 -0.046 -0.133
C 0.093 -0.077 -0.072
C 0.110 -0.403 -0.264
C -0.004 0.364 0.401
C 0.241 0.276 -0.704
N -0.700 -0.353 0.969
C -0.036 -0.290 0.418
C -0.141 0.559 -0.379
O -0.171 -0.153 -0.177
H -0.060 -0.032 0.016
H -0.075 0.064 0.074
H 0.030 0.006 0.081
H -0.114 0.059 -0.038
S -0.042 -0.003 0.014
P 0.345 -0.044 -0.155
S -0.390 0.351 0.261
C -0.267 0.043 0.392
C 0.029 -0.002 0.003
C 0.022 -0.004 -0.167
C 0.030 -0.068 -0.128
C 0.094 -0.094 -0.088
C -0.013 0.018 0.057
C -0.398 -0.255 0.180
C -0.040 -0.017 0.026
C 0.153 0.000 0.002
C 0.090 0.096 0.004
C 0.117 0.116 -0.049
C -0.022 -0.040 0.015
H -0.030 0.019 -0.042
H -0.017 0.023 -0.105
H 0.024 -0.033 -0.045
H 0.057 -0.072 -0.004
H -0.018 -0.035 0.048
H -0.008 -0.038 0.020
H 0.086 -0.023 0.033
H 0.049 0.048 0.017
H -0.004 0.111 -0.028
H -0.042 0.008 -0.009
C -0.016 0.236 0.102
N -0.032 -0.072 -0.062
C 0.095 -0.002 -0.004
C -0.038 0.006 0.138
C 0.469 -0.184 0.249
C 0.000 0.017 -0.174
C -0.226 -0.037 0.034
C 0.016 -0.071 -0.152
C 0.148 0.100 -0.094
C 0.974 0.585 0.945
H 0.069 0.015 -0.100
H 0.154 0.143 -0.102
H 0.068 -0.219 -0.035
H -0.048 -0.008 -0.018
H -0.042 -0.025 0.001
H -0.082 0.011 -0.070
H -0.099 -0.006 0.068
H 0.005 0.150 -0.009
H -0.005 -0.080 0.063
H -0.050 0.012 0.019
H -0.016 0.110 -0.063
H 0.076 0.048 0.128

Properties
Total charge   -1
Multiplicity   1
Gap between HOMO and LUMO (spin up / spin down)   6.4 / 6.4 eV
LUMO (spin up / spin down)   1.7 / 1.7 eV
HOMO energy (spin up / spin down)   -4.7 / -4.7 eV



Here is a structure of composition C30H26BrCl3CoGeI2N3O2P from the OMol25 dataset. Energies are from ωB97M-V/def2-TZVPD.

Cartesian coordinates (Å):
Co (-0.5919, -1.1698, 0.4936)
C (1.3223, 0.6262, -4.6920)
C (0.0068, 0.9279, -4.3701)
C (-0.3640, 1.0909, -3.0425)
C (0.5776, 0.9492, -2.0286)
C (1.8989, 0.6565, -2.3589)
C (2.2703, 0.4984, -3.6854)
P (0.1586, 1.0623, -0.2618)
C (0.7667, 2.7125, 0.1974)
C (1.4025, 2.9062, 1.4208)
C (1.8596, 4.1659, 1.7831)
C (1.6782, 5.2373, 0.9227)
C (1.0408, 5.0510, -0.2977)
C (0.5943, 3.7929, -0.6672)
C (-1.6385, 1.2048, -0.0937)
C (-2.4615, 2.3170, -0.2574)
C (-3.8024, 2.2137, 0.0726)
C (-4.2881, 1.0260, 0.6064)
C (-3.4573, -0.0717, 0.8067)
C (-2.1162, 0.0031, 0.4450)
H (1.6102, 0.4928, -5.7264)
H (-0.7351, 1.0355, -5.1508)
H (-1.3897, 1.3413, -2.7976)
H (2.6459, 0.5614, -1.5771)
H (3.2995, 0.2756, -3.9351)
H (1.5453, 2.0690, 2.0959)
H (2.3536, 4.3099, 2.7349)
H (2.0421, 6.2185, 1.1968)
H (0.8914, 5.8901, -0.9642)
H (0.1290, 3.6481, -1.6346)
H (-2.0582, 3.2561, -0.6160)
H (-4.4634, 3.0592, -0.0642)
H (-5.3293, 0.9594, 0.8974)
H (-3.8739, -0.9552, 1.2602)
O (5.4926, -2.8259, 0.3324)
C (4.1945, -2.5065, 0.3826)
C (3.6970, -1.3729, 1.0239)
C (2.3403, -1.1675, 1.0131)
N (1.4399, -1.9808, 0.4285)
C (1.9478, -3.0581, -0.1765)
Br (0.8055, -4.2884, -1.0280)
C (3.2954, -3.3604, -0.2374)
H (6.0309, -2.1734, 0.7964)
H (4.3496, -0.6701, 1.5249)
H (1.9290, -0.3010, 1.5101)
H (3.6448, -4.2472, -0.7436)
I (0.7406, -3.4549, 5.6891)
C (0.0869, -1.8236, 4.5965)
C (-0.2851, -0.6383, 5.2093)
C (-0.6688, 0.4232, 4.4073)
C (-0.6947, 0.2627, 3.0360)
N (-0.3744, -0.8973, 2.4436)
C (0.0246, -1.9148, 3.2165)
H (-0.2684, -0.5439, 6.2867)
H (-0.9594, 1.3713, 4.8369)
H (-0.9895, 1.0742, 2.3875)
H (0.3076, -2.8287, 2.7186)
N (-1.1189, -2.4758, -3.3833)
C (-1.5424, -1.7498, -2.3627)
O (-0.7835, -1.5702, -1.3907)
C (-2.9241, -1.1483, -2.3909)
I (-3.7863, -0.8556, -4.3092)
H (-0.2164, -2.9203, -3.3176)
H (-1.7166, -2.6618, -4.1723)
H (-2.8984, -0.1839, -1.8987)
H (-3.5951, -1.8043, -1.8425)
Cl (-0.8147, -4.8642, 1.8580)
Ge (-1.8725, -3.1663, 0.9813)
Cl (-2.9504, -4.0868, -0.6588)
Cl (-3.3919, -2.9521, 2.5213)

Force components x, y, z for each atom (eV/Å):
Co 0.008 -0.210 0.414
C -0.013 -0.021 -0.002
C 0.006 -0.008 -0.004
C 0.002 0.093 0.022
C -0.007 0.088 0.006
C 0.015 -0.009 0.010
C 0.008 -0.003 -0.002
P -0.623 0.009 -0.590
C 0.340 -0.196 0.267
C -0.015 -0.002 0.013
C -0.032 0.004 0.015
C 0.005 0.000 0.005
C -0.027 0.015 -0.003
C 0.045 -0.019 -0.004
C -0.057 -0.064 0.127
C 0.057 -0.020 -0.107
C -0.033 -0.001 -0.008
C -0.010 0.019 0.027
C 0.069 0.053 -0.068
C -0.099 0.024 -0.099
H 0.004 0.020 -0.003
H -0.002 0.008 0.000
H -0.017 -0.010 -0.002
H -0.003 -0.035 0.002
H 0.001 -0.001 0.003
H 0.003 0.010 0.004
H 0.017 -0.006 -0.008
H -0.025 0.007 0.012
H 0.037 -0.009 -0.017
H 0.008 -0.002 -0.007
H -0.002 -0.007 -0.029
H 0.005 0.008 0.021
H -0.004 -0.019 -0.033
H -0.034 -0.053 -0.023
O -0.009 0.033 -0.019
C 0.048 -0.026 0.002
C -0.026 -0.016 -0.004
C -0.023 -0.042 0.118
N -0.102 -0.194 -0.034
C 0.090 0.083 -0.099
Br -0.016 0.064 -0.151
C -0.039 0.005 0.043
H 0.005 -0.009 0.001
H -0.006 0.006 0.006
H 0.016 0.002 -0.001
H -0.006 -0.007 0.007
I -0.001 -0.069 0.026
C -0.007 0.064 -0.053
C 0.003 -0.007 0.032
C 0.006 0.002 -0.052
C -0.064 -0.020 0.017
N -0.023 0.152 -0.073
C 0.157 0.075 0.071
H 0.005 0.006 -0.001
H 0.024 0.011 -0.004
H -0.079 -0.011 0.038
H 0.028 -0.010 -0.013
N -0.034 -0.018 0.013
C -0.061 0.142 0.027
O 0.287 -0.149 -0.004
C 0.030 0.004 -0.007
I -0.006 0.002 -0.041
H 0.001 -0.009 0.021
H 0.028 0.073 -0.035
H -0.005 0.001 -0.018
H 0.004 0.003 0.024
Cl 0.023 -0.109 0.062
Ge 0.227 0.431 0.101
Cl -0.079 -0.077 -0.089
Cl -0.024 -0.050 0.149

Properties
Total charge   +1
Multiplicity   1
ΔE to the lowest compared entry with this formula, charge and spin   11.1 kcal/mol
Gap between HOMO and LUMO (spin up / spin down)   7.9 / 7.9 eV
LUMO (spin up / spin down)   -3.4 / -3.4 eV
HOMO energy (spin up / spin down)   -11.2 / -11.2 eV



| no. | F_max (Eh/bohr) |
| --- | --- |
| 1 | 0.039 |
| 2 | 0.017 |